i | {"formula": "CH6N2S2", "method": "ωB97M-V with the def2-TZVPD basis set", "species": ["S", "S", "H", "H", "N", "C", "N", "H", "H", "H", "H"], "positions_angstrom": [[2.294, 0.184, -0.871], [2.423, -1.121, 0.746], [1.005, -0.077, -1.133], [3.113, -2.083, 0.119], [-1.107, 1.429, 0.502], [-1.473, 0.155, 0.180], [-1.103, -0.401, -0.902], [-1.186, 1.704, 1.464], [-0.376, 1.858, -0.052], [-2.042, -0.344, 0.965], [-1.548, -1.304, -1.018]], "mol_weight_g_mol": 110.207, "lumo_ev": 0.50, "orbital_gap_ha": 0.3524}


ii | {"formula": "CH6N2S2", "method": "ωB97M-V with the def2-TZVPD basis set", "species": ["S", "S", "H", "H", "N", "C", "N", "H", "H", "H", "H"], "positions_angstrom": [[-1.913, -0.046, 0.532], [-1.129, -1.302, -0.847], [-1.849, -0.830, 1.584], [-1.452, -0.406, -1.891], [1.522, 1.926, 0.006], [2.562, 0.943, 0.013], [2.505, -0.093, 0.821], [1.188, 2.129, -1.001], [0.691, 1.879, 0.667], [3.544, 1.188, -0.513], [2.986, -0.869, 0.332]], "mol_weight_g_mol": 110.207, "lumo_ev": 0.40, "orbital_gap_ha": 0.3236}


iii | {"formula": "CH6N2S2", "method": "ωB97M-V with the def2-TZVPD basis set", "species": ["C", "N", "N", "S", "S", "H", "H", "H", "H", "H", "H"], "positions_angstrom": [[-0.072, -0.253, -0.604], [-0.799, 0.816, 1.346], [-0.200, -0.315, 0.795], [1.025, 1.088, -1.354], [0.622, -1.861, -1.197], [-1.265, -0.098, -1.204], [-1.697, 0.838, 0.987], [-0.294, 1.694, 1.005], [0.754, -0.511, 1.086], [2.100, 1.030, -0.578], [-0.174, -2.428, -0.283]], "mol_weight_g_mol": 110.207, "lumo_ev": 0.73, "orbital_gap_ha": 0.3718}


Short version: iii is the least stable of them.


i | {"formula": "C2H2N3O2", "method": "ωB97M-V with the def2-TZVPD basis set", "species": ["C", "C", "N", "N", "N", "O", "O", "H", "H"], "positions_angstrom": [[0.033, 0.941, 0.398], [-2.946, 2.327, 2.233], [-0.380, 2.614, 2.091], [-0.100, 1.767, 1.438], [-0.207, -0.349, 0.484], [-4.046, 2.541, 2.435], [0.029, -0.915, -0.679], [0.330, 1.367, -0.538], [0.048, -1.830, -0.434]], "mol_weight_g_mol": 100.057, "lumo_ev": [-6.99, -6.99], "charge": 1, "orbital_gap_ha": [0.3481, 0.3481]}


ii | {"formula": "C2H2N3O2", "method": "ωB97M-V with the def2-TZVPD basis set", "species": ["C", "C", "N", "N", "N", "O", "O", "H", "H"], "positions_angstrom": [[0.766, -0.368, 0.472], [-1.747, 1.645, 0.203], [-0.244, 0.451, 2.478], [0.096, -0.074, 1.583], [0.309, -1.141, -0.501], [-2.324, 2.129, -0.633], [0.939, -1.139, -1.619], [1.609, 0.197, 0.315], [0.595, -1.702, -2.299]], "mol_weight_g_mol": 100.057, "lumo_ev": -6.83, "charge": 1, "orbital_gap_ha": 0.3593}


Short version: ii is the least stable of them.


i | {"formula": "C3H4N4S", "method": "ωB97M-V with the def2-TZVPD basis set", "species": ["C", "C", "C", "H", "H", "H", "H", "N", "N", "N", "N", "S"], "positions_angstrom": [[0.253, 0.687, -0.044], [-0.156, -1.672, -0.033], [0.795, -0.607, -0.094], [1.991, 1.614, 0.082], [0.681, 2.702, 0.231], [-2.853, -0.095, -0.140], [0.261, -2.660, 0.166], [1.013, 1.808, -0.035], [-1.079, 0.845, -0.034], [-1.886, -0.257, -0.096], [-1.448, -1.487, 0.045], [2.427, -0.879, -0.047]], "mol_weight_g_mol": 128.160, "lumo_ev": -0.65, "orbital_gap_ha": 0.2768}


ii | {"formula": "C3H4N4S", "method": "ωB97M-V with the def2-TZVPD basis set", "species": ["C", "C", "C", "H", "H", "H", "H", "N", "N", "N", "N", "S"], "positions_angstrom": [[0.249, 0.216, -0.005], [-1.828, -0.137, 0.007], [-1.534, 1.345, 0.000], [1.862, -1.682, 0.814], [1.820, -1.681, -0.811], [2.158, 0.898, 0.008], [-2.264, 2.114, -0.011], [2.189, -1.166, -0.001], [1.562, 0.076, -0.003], [-0.617, -0.774, 0.000], [-0.268, 1.556, 0.002], [-3.328, -0.765, -0.001]], "mol_weight_g_mol": 128.160, "lumo_ev": -1.45, "orbital_gap_ha": 0.2740}


Short version: i is the least stable of them.


i | {"formula": "C2H7BrOSi", "method": "ωB97M-V with the def2-TZVPD basis set", "species": ["C", "C", "O", "Si", "Br", "H", "H", "H", "H", "H", "H", "H"], "positions_angstrom": [[2.170, 0.525, 0.445], [-0.972, 0.360, -0.770], [-1.183, -0.804, -0.538], [-1.906, -1.905, 0.422], [-2.507, 1.384, 0.037], [1.474, 1.336, 0.714], [2.296, 0.392, -0.593], [2.962, 0.897, 1.073], [1.920, -0.448, 0.969], [-1.631, -3.106, -0.298], [-3.237, -1.507, 0.340], [-1.301, -1.902, 1.690]], "mol_weight_g_mol": 155.067, "lumo_ev": 0.34, "orbital_gap_ha": 0.3407}


ii | {"formula": "C2H7BrOSi", "method": "ωB97M-V with the def2-TZVPD basis set", "species": ["C", "C", "O", "Si", "Br", "H", "H", "H", "H", "H", "H", "H"], "positions_angstrom": [[-0.231, 1.611, -0.629], [-0.649, 0.342, 0.817], [0.209, -0.669, 0.832], [1.008, -1.713, -0.091], [-2.499, -0.163, 0.423], [-0.582, 2.575, -0.260], [-0.668, 1.124, -1.505], [0.807, 1.820, -0.659], [-0.868, 1.064, 1.639], [2.311, -1.165, -0.417], [0.220, -2.044, -1.251], [0.943, -2.782, 1.100]], "mol_weight_g_mol": 155.067, "lumo_ev": 0.77, "orbital_gap_ha": 0.3699}


iii | {"formula": "C2H7BrOSi", "method": "ωB97M-V with the def2-TZVPD basis set", "species": ["C", "C", "O", "Si", "Br", "H", "H", "H", "H", "H", "H", "H"], "positions_angstrom": [[-1.967, -2.214, -0.035], [1.371, -0.260, 0.591], [1.002, 0.888, 0.296], [1.049, 2.547, -0.058], [3.077, -0.793, -0.106], [-2.547, -1.298, 0.337], [-1.516, -1.991, -1.029], [-1.302, -2.278, 0.753], [-2.391, -3.229, -0.136], [0.948, 3.597, 0.989], [-0.091, 2.380, -1.019], [2.366, 2.653, -0.584]], "mol_weight_g_mol": 155.067, "lumo_ev": 0.11, "orbital_gap_ha": 0.3118}


Short version: iii is the least stable of them.


i | {"formula": "C9H16", "method": "ωB97M-V with the def2-TZVPD basis set", "species": ["C", "C", "C", "C", "C", "C", "H", "H", "H", "H", "H", "H", "H", "H", "H", "H", "C", "C", "C", "H", "H", "H", "H", "H", "H"], "positions_angstrom": [[1.374, -0.022, 0.199], [0.814, 1.212, -0.220], [2.126, -0.814, -0.857], [2.041, -0.034, 1.563], [-0.119, -1.271, 0.563], [-0.050, -2.451, 0.874], [-0.583, 1.018, -0.212], [0.937, 1.499, -1.260], [0.851, 2.049, 0.471], [1.562, -0.869, -1.789], [3.000, 0.492, 1.503], [2.224, -1.055, 1.898], [1.426, 0.466, 2.312], [3.081, -0.323, -1.066], [2.325, -1.829, -0.515], [0.065, -3.469, 1.155], [-2.327, 0.316, -1.621], [-1.878, 0.724, -0.252], [-2.648, 1.260, 0.688], [-0.947, -0.478, 0.319], [-1.777, 0.865, -2.391], [-2.135, -0.746, -1.790], [-3.395, 0.498, -1.765], [-3.713, 1.416, 0.537], [-2.252, 1.546, 1.656]], "mol_weight_g_mol": 124.227, "lumo_ev": [0.28, 0.28], "orbital_gap_ha": [0.2892, 0.2892]}


ii | {"formula": "C9H16", "method": "ωB97M-V with the def2-TZVPD basis set", "species": ["C", "C", "C", "C", "C", "C", "C", "C", "C", "H", "H", "H", "H", "H", "H", "H", "H", "H", "H", "H", "H", "H", "H", "H", "H"], "positions_angstrom": [[-2.918, -1.039, -0.167], [-1.869, -0.466, 0.738], [-1.353, 0.873, 0.167], [-0.083, 1.087, -0.172], [0.353, 2.435, -0.716], [1.073, 0.101, 0.000], [2.022, 0.573, 1.106], [1.094, -0.998, -0.764], [1.745, -2.323, -0.319], [-3.766, -0.337, -0.259], [-3.400, -1.921, 0.253], [-2.473, -1.215, -1.124], [-1.018, -1.118, 0.860], [-2.272, -0.232, 1.747], [-2.019, 1.725, -0.031], [0.586, 3.158, 0.135], [1.284, 2.356, -1.233], [-0.358, 2.996, -1.342], [1.616, 0.300, 2.130], [2.168, 1.629, 0.907], [2.990, 0.114, 0.980], [0.642, -1.054, -1.703], [2.266, -2.118, 0.638], [0.978, -3.077, -0.083], [2.383, -2.662, -1.104]], "mol_weight_g_mol": 124.227, "lumo_ev": 1.00, "orbital_gap_ha": 0.3524}


Short version: i is the least stable of them.


i | {"formula": "C2H2F3NO", "method": "ωB97M-V with the def2-TZVPD basis set", "species": ["C", "C", "N", "O", "F", "F", "F", "H", "H"], "positions_angstrom": [[0.276, -0.341, -0.598], [-0.732, 0.306, 0.313], [1.482, -0.477, 0.220], [1.760, 0.498, 0.847], [-0.154, -1.573, -1.072], [-1.133, -0.512, 1.337], [-1.703, 0.777, -0.426], [0.325, 0.319, -1.520], [-0.123, 1.003, 0.900]], "mol_weight_g_mol": 113.038, "lumo_ev": [-1.07, -1.07], "orbital_gap_ha": [0.3331, 0.3331]}


ii | {"formula": "C2H2F3NO", "method": "ωB97M-V with the def2-TZVPD basis set", "species": ["C", "C", "N", "O", "F", "F", "F", "H", "H"], "positions_angstrom": [[0.184, -0.037, 0.588], [-1.814, -2.284, -1.215], [-0.221, -0.699, 1.687], [-1.003, -0.713, 0.656], [-2.775, -3.064, -0.698], [-2.336, -1.356, -1.980], [-0.770, -2.828, -1.805], [0.110, 0.968, 0.673], [0.912, -0.605, -0.003]], "mol_weight_g_mol": 113.038, "lumo_ev": [0.24, 0.27], "orbital_gap_ha": [0.3545, 0.3465]}


Short version: ii is the least stable of them.